[1]
Computed, not measured: C6H12 in the gas phase, with ωB97M-V with the def2-TZVPD basis set.

XYZ file:
```
18
Properties=species:S:1:pos:R:3:lowdin_charge:R:1
C -2.376 0.263 0.404 -0.065
C -0.996 0.251 -0.452 -0.350
C 0.196 1.091 -0.011 -0.126
C 1.114 -0.064 -0.491 -0.360
C 2.344 -0.412 0.330 -0.081
C -0.123 -0.998 -0.431 -0.127
H -2.104 0.136 1.448 0.053
H -3.042 -0.563 0.127 0.064
H -2.978 1.183 0.345 0.065
H -1.507 0.507 -1.387 0.123
H 0.201 1.156 1.085 0.114
H 0.339 2.094 -0.425 0.108
H 1.395 0.101 -1.539 0.136
H 2.828 -1.323 -0.044 0.074
H 3.083 0.397 0.300 0.075
H 2.076 -0.582 1.381 0.075
H -0.251 -1.767 -1.200 0.108
H -0.200 -1.470 0.558 0.115
```

Properties
calculated total energy = -235.77377 a.u.
energy relative to the best compared isomer or geometry (same formula, charge and spin) = 27.90 kcal per mole
E_HOMO = -0.3796 Eh
2S+1 = 1
HOMO-LUMO gap = 0.424 hartree



[2]
Computed, not measured: a 7-piece molecular cluster, C6H26N2O6 overall, with ωB97M-V with the def2-TZVPD basis set.

XYZ file:
```
40
Properties=species:S:1:pos:R:3:lowdin_charge:R:1
H 0.652 -2.793 3.608 0.059
N 0.128 -2.055 3.166 0.071
C -0.055 -1.976 1.926 -0.319
N -0.722 -0.931 1.357 0.002
C -0.436 -0.558 -0.045 -0.197
C -1.531 0.413 -0.492 -0.184
C -1.064 1.849 -0.780 -0.203
C 0.133 1.853 -1.759 -0.253
C 0.152 3.099 -2.641 -0.108
H 0.243 -2.653 1.127 0.129
H -0.799 -0.100 1.924 0.115
H -0.403 -1.375 -0.704 0.092
H 0.555 -0.131 0.017 0.082
H -2.324 0.331 0.256 0.099
H -2.104 0.111 -1.376 0.117
H -1.860 2.442 -1.228 0.105
H -0.788 2.293 0.181 0.102
H 1.033 1.855 -1.138 0.095
H 0.202 0.942 -2.352 0.084
H -0.264 2.919 -3.627 0.066
H 1.168 3.454 -2.832 0.067
H -0.426 3.931 -2.237 0.067
O 1.776 -1.816 -1.739 -0.069
H 2.141 -1.761 -0.837 0.005
H 2.409 -2.450 -2.101 0.049
O 0.286 0.331 4.658 -0.094
H 0.115 -0.574 4.320 -0.021
H -0.596 0.634 4.898 0.037
O 2.855 -1.219 1.020 -0.064
H 2.686 -0.304 1.347 0.021
H 3.726 -1.394 1.363 0.041
O -4.686 -1.763 0.145 -0.058
H -4.709 -1.682 1.104 0.033
H -4.083 -2.487 -0.033 0.028
O 0.363 -0.569 -4.312 -0.057
H 1.044 -0.187 -4.873 0.037
H 0.821 -1.223 -3.772 0.007
O 1.803 1.159 2.069 -0.041
H 1.145 1.572 1.507 0.033
H 1.411 0.812 2.883 0.023
```

Properties
calculated total energy = -805.14681 a.u.
energy relative to the best compared isomer or geometry (same formula, charge and spin) = 10.95 kcal per mole
E_HOMO = -0.3364 Eh
2S+1 = 1
HOMO-LUMO gap = 0.353 hartree



[3]
Computed, not measured: an isolated ion of composition C5H6N and charge +1, with ωB97M-V with the def2-TZVPD basis set.

XYZ file:
```
12
Properties=species:S:1:pos:R:3:lowdin_charge:R:1
C 1.426 0.113 0.138 -0.277
C 1.286 1.467 -0.019 0.339
C -1.334 1.037 0.276 0.011
C -1.109 -0.331 -0.161 -0.002
C 0.077 0.557 0.055 -0.246
N 1.689 -1.115 0.132 0.201
H -1.720 1.687 -0.632 0.188
H -1.677 1.578 1.145 0.142
H -1.112 -1.194 0.456 0.125
H -1.220 -0.464 -1.226 0.151
H 2.663 -1.397 -0.022 0.160
H 1.031 -1.938 -0.141 0.205
```

Properties
calculated total energy = -248.37315 a.u.
energy relative to the best compared isomer or geometry (same formula, charge and spin) = 152.20 kcal per mole
E_HOMO = -0.5513 Eh
total charge = +1
2S+1 = 1
HOMO-LUMO gap = 0.347 hartree



[4]
Computed, not measured: a 2-piece molecular cluster, C5H5F7O2 overall, with ωB97M-V with the def2-TZVPD basis set.

XYZ file:
```
19
Properties=species:S:1:pos:R:3:lowdin_charge:R:1
C -0.454 1.070 0.542 -0.007
C -0.524 -0.123 -0.352 -0.251
C 1.656 -1.153 0.302 -0.295
C -1.302 -1.382 -0.051 -0.508
C 2.796 -0.073 0.107 -0.523
O -0.429 0.171 -1.684 0.095
O 1.727 -1.665 1.475 0.120
F 1.714 -2.023 -0.819 0.025
F -2.706 -1.174 -0.205 0.081
F -1.067 -1.890 1.192 0.124
F -0.930 -2.366 -0.864 0.153
F 2.810 0.746 1.175 0.150
F 3.999 -0.631 -0.125 0.153
F 2.576 0.701 -0.991 0.128
H 0.038 1.797 -0.002 0.060
H -1.528 1.560 0.726 0.149
H 0.078 0.734 1.388 0.065
H -0.742 -0.556 -2.192 0.098
H 1.096 -2.460 1.592 0.184
```

Properties
calculated total energy = -1042.97985 a.u.
E_HOMO (alpha / beta) = -0.3073 / -0.3170 Eh
2S+1 = 1
HOMO-LUMO gap (alpha / beta) = 0.309 / 0.321 hartree



[5]
Computed, not measured: C8H20Ag2FO4 as an isolated structure, with ωB97M-V with the def2-TZVPD basis set.

XYZ file:
```
35
Properties=species:S:1:pos:R:3:lowdin_charge:R:1
Ag 0.691 10.597 -3.107 0.862
Ag 0.365 11.848 -7.778 0.874
F 0.488 11.200 -5.404 -0.671
C 3.685 10.461 -5.452 -0.139
O 4.998 10.005 -5.430 -0.213
C 5.308 8.965 -4.495 -0.133
C 5.491 7.558 -5.264 -0.193
O 6.775 7.212 -5.678 -0.182
C 7.270 7.919 -6.834 -0.080
H 3.551 11.163 -6.276 0.084
H 3.634 11.040 -4.530 0.082
H 3.000 9.624 -5.587 0.053
H 4.493 8.934 -3.772 0.101
H 6.228 9.170 -3.949 0.126
H 4.793 7.425 -6.091 0.112
H 5.342 6.779 -4.517 0.120
H 6.690 7.587 -7.695 0.080
H 8.279 7.693 -7.178 0.086
H 7.234 9.006 -6.770 0.083
C 1.131 7.891 -5.573 -0.153
O 1.626 7.497 -6.857 -0.211
C 1.762 6.054 -6.965 -0.147
C 2.395 5.690 -8.345 -0.176
O 2.338 4.285 -8.533 -0.181
C 2.386 3.872 -9.842 -0.128
H 0.873 8.950 -5.550 0.029
H 1.816 7.503 -4.819 0.084
H 0.170 7.473 -5.272 0.083
H 0.775 5.625 -6.795 0.127
H 2.429 5.781 -6.146 0.116
H 3.439 5.994 -8.419 0.123
H 1.872 6.220 -9.141 0.115
H 1.984 4.655 -10.484 0.084
H 1.787 2.966 -9.931 0.094
H 3.406 3.630 -10.141 0.090
```

Properties
calculated total energy = -1011.11764 a.u.
E_HOMO = -0.4199 Eh
total charge = +1
2S+1 = 1
HOMO-LUMO gap = 0.212 hartree



[6]
Computed, not measured: C4H8N2OS in the gas phase, with ωB97M-V with the def2-TZVPD basis set.

XYZ file:
```
16
Properties=species:S:1:pos:R:3:lowdin_charge:R:1
C -2.533 1.055 0.693 -0.014
O -1.635 0.602 -0.430 -0.132
C -1.100 -0.640 -0.215 -0.425
N -2.081 -1.542 -0.002 0.151
C 0.255 -0.796 -0.285 -0.108
C 1.283 0.209 -0.196 -0.898
N 0.940 1.487 -0.453 0.091
S 2.775 -0.328 0.340 0.564
H -3.474 0.484 0.723 0.075
H -2.044 0.854 1.679 0.109
H -2.713 2.132 0.540 0.093
H -2.928 -1.282 -0.452 0.099
H -1.827 -2.520 -0.033 0.119
H 0.629 -1.812 -0.269 0.085
H -0.013 1.745 -0.647 0.084
H 1.613 2.244 -0.329 0.107
```

Properties
calculated total energy = -740.12923 a.u.
energy relative to the best compared isomer or geometry (same formula, charge and spin) = 20.57 kcal per mole
E_HOMO = -0.2805 Eh
2S+1 = 1
HOMO-LUMO gap = 0.298 hartree



[7]
Computed, not measured: C20H29N4PtS2 as an isolated structure, with ωB97M-V with the def2-TZVPD basis set.

XYZ file:
```
56
Properties=species:S:1:pos:R:3:lowdin_charge:R:1
Pt 0.126 -0.145 -0.012 0.632
C -0.697 1.146 2.654 -0.083
N -1.190 1.333 1.289 -0.268
C -0.853 2.657 0.756 -0.151
C -0.836 2.670 -0.778 -0.148
N 0.221 1.808 -1.316 -0.265
C -0.073 1.354 -2.675 -0.083
C 1.534 2.411 -1.274 -0.293
C 1.803 3.558 -2.014 -0.031
C 3.069 4.117 -2.034 -0.075
C 4.090 3.537 -1.296 -0.079
C 3.842 2.396 -0.566 -0.126
C 2.575 1.809 -0.558 -0.615
S 2.402 0.327 0.357 0.533
C -2.605 1.040 1.234 -0.295
C -3.509 1.780 1.986 -0.032
C -4.855 1.467 1.995 -0.076
C -5.320 0.399 1.244 -0.080
C -4.438 -0.342 0.489 -0.125
C -3.074 -0.040 0.480 -0.609
S -2.039 -1.057 -0.494 0.559
H -1.095 1.899 3.340 0.092
H 0.392 1.205 2.664 0.068
H -1.004 0.163 3.006 0.098
H 0.143 2.924 1.119 0.131
H -1.573 3.409 1.103 0.130
H -0.702 3.707 -1.111 0.130
H -1.796 2.301 -1.148 0.130
H -0.213 2.195 -3.359 0.094
H -0.978 0.748 -2.674 0.060
H 0.760 0.750 -3.030 0.100
H 1.021 4.012 -2.606 0.113
H 3.256 4.994 -2.635 0.105
H 5.079 3.968 -1.305 0.107
H 4.625 1.919 0.004 0.096
H -3.157 2.602 2.596 0.114
H -5.537 2.051 2.597 0.106
H -6.368 0.138 1.257 0.108
H -4.772 -1.180 -0.103 0.096
N 1.868 -5.279 -0.088 0.053
C 0.775 -4.863 -1.012 -0.092
C 0.783 -3.333 -1.124 -0.197
N 0.674 -2.705 0.172 -0.151
C 1.694 -3.135 1.097 -0.201
C 1.702 -4.663 1.258 -0.094
H 2.759 -4.949 -0.479 0.191
H 1.907 -6.302 -0.016 0.192
H -0.177 -5.203 -0.602 0.143
H 0.928 -5.329 -1.985 0.140
H -0.064 -3.004 -1.727 0.114
H 1.698 -2.992 -1.617 0.134
H -0.264 -2.845 0.550 0.067
H 1.517 -2.657 2.060 0.136
H 2.669 -2.782 0.746 0.114
H 0.756 -5.005 1.682 0.142
H 2.516 -4.983 1.906 0.139
```

Properties
calculated total energy = -1913.98520 a.u.
energy relative to the best compared isomer or geometry (same formula, charge and spin) = 25.45 kcal per mole
E_HOMO (alpha / beta) = -0.3444 / -0.3463 Eh
total charge = +1
2S+1 = 1
HOMO-LUMO gap (alpha / beta) = 0.226 / 0.227 hartree



[8]
Computed, not measured: a 4-piece molecular cluster, C17H30NO11S overall, with ωB97M-V with the def2-TZVPD basis set.

XYZ file:
```
60
Properties=species:S:1:pos:R:3:lowdin_charge:R:1
C -5.722 0.327 -3.835 -0.128
C -4.779 -0.798 -3.092 -0.394
C -5.755 -1.635 -2.068 -0.148
C -3.564 0.037 -2.328 -0.348
N -2.246 0.020 -3.067 -0.253
S -1.868 1.556 -3.803 0.621
C -2.559 1.773 -5.551 -0.226
O -2.212 2.800 -2.951 -0.475
O -0.299 1.578 -3.977 -0.505
H -6.140 1.046 -3.000 0.086
H -6.585 -0.277 -4.383 0.075
H -5.049 0.919 -4.594 0.055
H -4.245 -1.543 -3.824 0.126
H -5.188 -2.473 -1.472 0.074
H -6.333 -0.896 -1.368 0.075
H -6.576 -2.169 -2.748 0.072
H -3.379 -0.556 -1.308 0.105
H -3.951 1.095 -2.015 0.097
H -3.285 0.916 -5.886 0.046
H -3.088 2.832 -5.707 0.073
H -1.644 1.763 -6.316 0.066
C 0.485 0.949 -1.123 -0.025
C 1.410 -0.026 -0.421 -0.346
C 2.715 -0.242 -1.126 -0.102
O 3.085 -1.539 -0.687 0.054
C 1.920 -2.195 -0.407 -0.508
O 1.835 -3.390 -0.185 0.101
O 0.857 -1.334 -0.415 0.096
H -0.542 0.832 -0.763 0.095
H 0.805 1.982 -0.954 0.079
H 0.462 0.769 -2.203 0.049
H 1.557 0.280 0.623 0.123
H 3.474 0.494 -0.845 0.130
H 2.625 -0.264 -2.217 0.147
C 5.415 4.073 2.904 -0.022
C 4.278 3.072 2.867 -0.351
C 4.635 1.771 2.211 -0.107
O 3.374 1.307 1.755 0.043
C 2.612 2.421 1.537 -0.477
O 1.538 2.423 0.964 0.136
O 3.219 3.538 2.043 0.095
H 5.034 5.083 3.088 0.090
H 6.136 3.818 3.687 0.088
H 5.948 4.108 1.947 0.088
H 3.876 2.922 3.876 0.162
H 5.083 1.056 2.908 0.144
H 5.292 1.884 1.343 0.142
C 1.134 -4.264 3.012 -0.013
C 0.344 -3.116 3.607 -0.341
C 1.175 -2.150 4.397 -0.113
O 0.226 -1.602 5.299 0.059
C -0.728 -2.563 5.481 -0.511
O -1.597 -2.522 6.333 0.126
O -0.574 -3.584 4.584 0.084
H 0.468 -5.086 2.731 0.094
H 1.690 -3.940 2.127 0.068
H 1.849 -4.673 3.735 0.084
H -0.232 -2.609 2.822 0.169
H 1.618 -1.366 3.776 0.140
H 1.965 -2.630 4.984 0.137
```

Properties
calculated total energy = -1946.29458 a.u.
E_HOMO = -0.1529 Eh
total charge = -1
2S+1 = 1
HOMO-LUMO gap = 0.221 hartree



[9]
Computed, not measured: a 13-piece molecular cluster, C21H68O21 overall, with ωB97M-V with the def2-TZVPD basis set.

XYZ file:
```
110
Properties=species:S:1:pos:R:3:lowdin_charge:R:1
C 8.259 4.950 -27.532 -0.128
O 8.624 6.158 -26.894 -0.138
H 7.724 5.115 -28.467 0.077
H 9.176 4.389 -27.762 0.074
H 7.630 4.326 -26.893 0.055
H 9.246 5.960 -26.177 0.040
C 9.859 8.445 -23.849 -0.136
O 10.679 9.601 -23.615 -0.114
H 10.582 7.651 -24.035 0.044
H 9.210 8.178 -23.021 0.076
H 9.216 8.490 -24.732 0.072
H 10.677 10.097 -24.439 0.070
C 7.640 1.431 -28.412 -0.152
O 7.963 0.056 -28.249 -0.120
H 6.627 1.594 -28.031 0.076
H 8.372 2.009 -27.835 0.057
H 7.759 1.765 -29.438 0.070
H 8.191 -0.085 -27.321 0.014
C 11.501 7.798 -28.190 -0.123
O 10.149 8.235 -28.308 -0.135
H 11.627 6.715 -28.162 0.075
H 12.148 8.196 -28.970 0.090
H 11.849 8.280 -27.269 0.075
H 9.685 7.927 -27.519 0.060
C 7.650 5.158 -23.071 -0.150
O 8.987 5.566 -22.844 -0.117
H 7.241 5.484 -24.033 0.075
H 7.560 4.079 -22.917 0.067
H 6.978 5.616 -22.340 0.083
H 9.521 5.207 -23.561 0.043
C 5.043 7.754 -26.283 -0.235
C 6.035 8.408 -25.355 -0.257
O 5.831 9.811 -25.299 -0.054
O 3.743 7.843 -25.695 -0.072
H 5.281 6.697 -26.455 0.109
H 5.060 8.274 -27.246 0.123
H 7.048 8.174 -25.690 0.094
H 5.989 7.991 -24.343 0.119
H 5.156 9.979 -24.637 0.084
H 3.088 7.943 -26.388 0.080
C 5.401 3.435 -31.589 -0.230
C 6.097 4.795 -31.709 -0.241
O 5.417 5.854 -31.036 -0.070
O 5.721 2.812 -30.360 -0.079
H 5.759 2.753 -32.366 0.120
H 4.316 3.484 -31.754 0.124
H 6.177 4.998 -32.784 0.120
H 7.120 4.729 -31.317 0.109
H 5.094 5.398 -30.246 0.078
H 5.420 3.304 -29.589 0.081
C 12.365 6.129 -25.350 -0.215
C 12.941 5.514 -24.090 -0.187
O 13.513 4.194 -24.221 -0.083
O 11.035 5.633 -25.528 -0.114
H 12.967 5.888 -26.233 0.129
H 12.377 7.207 -25.208 0.112
H 12.213 5.535 -23.277 0.129
H 13.807 6.155 -23.875 0.130
H 14.136 4.074 -23.501 0.107
H 11.018 4.667 -25.346 0.046
C 7.668 1.376 -24.236 -0.218
C 7.498 0.029 -24.892 -0.194
O 8.726 -0.369 -25.548 -0.086
O 7.922 2.368 -25.238 -0.094
H 8.471 1.362 -23.493 0.127
H 6.756 1.659 -23.709 0.103
H 6.754 0.059 -25.688 0.116
H 7.243 -0.735 -24.153 0.130
H 9.229 -0.903 -24.928 0.100
H 8.875 2.412 -25.380 0.045
C 3.538 2.444 -24.635 -0.211
C 4.437 3.686 -24.703 -0.248
O 5.332 3.611 -25.783 -0.078
O 4.333 1.313 -24.228 -0.078
H 3.090 2.203 -25.600 0.121
H 2.728 2.652 -23.929 0.115
H 4.982 3.839 -23.766 0.114
H 3.766 4.546 -24.781 0.119
H 5.964 2.889 -25.652 0.044
H 4.332 0.722 -24.985 0.078
C 7.875 8.613 -30.453 -0.252
C 6.876 8.488 -31.581 -0.257
O 6.912 9.597 -32.463 -0.056
O 9.210 8.492 -30.919 -0.079
H 7.687 7.789 -29.748 0.109
H 7.756 9.525 -29.857 0.125
H 5.887 8.415 -31.124 0.109
H 7.156 7.581 -32.124 0.108
H 6.427 9.408 -33.267 0.077
H 9.760 8.536 -30.121 0.038
C 12.168 2.521 -27.063 -0.223
C 11.354 1.950 -25.905 -0.187
O 10.863 2.955 -25.009 -0.093
O 13.470 2.890 -26.611 -0.075
H 11.698 3.348 -27.602 0.113
H 12.316 1.673 -27.735 0.127
H 12.023 1.252 -25.401 0.137
H 10.504 1.418 -26.345 0.104
H 11.343 2.908 -24.174 0.106
H 13.348 3.497 -25.849 0.032
C 10.885 5.289 -31.018 -0.240
C 10.343 4.666 -32.294 -0.204
O 9.718 3.426 -31.887 -0.093
O 12.102 4.664 -30.612 -0.072
H 10.176 5.067 -30.214 0.109
H 11.011 6.363 -31.122 0.112
H 11.221 4.449 -32.904 0.119
H 9.559 5.238 -32.784 0.115
H 9.013 3.188 -32.490 0.070
H 11.918 3.725 -30.500 0.078
```

Properties
calculated total energy = -2420.70999 a.u.
energy relative to the best compared isomer or geometry (same formula, charge and spin) = 42.79 kcal per mole
E_HOMO = -0.3427 Eh
2S+1 = 1
HOMO-LUMO gap = 0.339 hartree